Entry 1:
31
Properties=species:S:1:pos:R:3:mulliken_charge:R:1 method="wB97M-V/def2-TZVPD" total_charge=0 lumo_energy_ev=0.39 smiles="NC(=O)CC[C@H](NC(=O)[C@@H](N)CO)C(=O)O"
C 2.675 0.364 0.393 0.4573
C 1.339 0.542 -0.393 0.1136
C 3.503 -0.637 -0.341 -0.7958
C -0.910 1.342 -0.378 0.6408
C -1.426 2.693 -0.008 0.1347
C -1.864 0.271 0.044 -0.9285
C -1.515 -1.122 -0.377 0.4007
C -2.603 -2.038 0.094 0.2102
H 1.911 -1.099 1.422 0.2687
H 3.124 -0.406 2.193 0.3370
H 3.191 1.328 0.528 0.3412
H 4.490 -0.793 0.194 0.4358
H 3.759 -0.153 -1.346 0.2726
H 2.242 -1.676 -1.306 0.3774
H 0.524 1.036 1.282 0.2701
H -0.753 1.462 -1.482 0.2641
H -2.904 0.484 -0.429 0.2544
H -2.095 0.375 1.140 0.2716
H -0.548 -1.490 0.097 -0.0257
H -1.408 -1.213 -1.527 0.2600
H -4.230 -1.116 -0.922 0.2346
H -4.387 -2.483 0.155 0.2619
H 0.375 3.148 0.193 0.4140
N 2.261 -0.149 1.724 -0.8123
N 0.353 1.170 0.260 -0.2430
N -3.833 -1.836 -0.335 -0.3498
O 1.158 0.168 -1.546 -0.7019
O 2.956 -1.879 -0.577 -0.5810
O -2.666 2.983 0.015 -0.6060
O -2.261 -2.894 0.948 -0.6643
O -0.458 3.616 0.285 -0.5123

Entry 2:
10
Properties=species:S:1:pos:R:3:mulliken_charge:R:1 method="wB97M-V/def2-TZVPD" total_charge=0 lumo_energy_ev=0.65 smiles=Sc1ncc[nH]1
C -0.181 -0.124 0.024 0.3884
C 1.920 -0.667 0.015 -0.4282
C 1.870 0.645 -0.020 -0.2654
H -2.356 -1.281 0.418 0.1758
H 2.698 -1.354 -0.023 0.4374
H 2.544 1.466 -0.018 0.3999
H 0.065 2.039 0.005 0.2631
N 0.559 -1.192 -0.041 -0.5070
N 0.513 1.049 0.051 -0.1457
S -2.007 0.063 -0.036 -0.3183

Entry 3:
9
Properties=species:S:1:pos:R:3:mulliken_charge:R:1 method="wB97M-V/def2-TZVPD" total_charge=0 lumo_energy_ev=1.04 smiles=F[C@@H]1C[C@H]1Cl
C 0.573 -0.453 -0.536 0.1376
C 0.371 1.046 -0.105 -0.5468
C -0.604 -0.157 0.356 -0.3231
H 0.154 -1.177 -1.355 0.3001
H 0.060 1.814 -0.794 0.3249
H 0.686 1.129 1.035 0.2498
H -0.391 -0.453 1.351 0.3253
F 1.423 -1.204 0.118 -0.2779
Cl -2.273 -0.545 -0.070 -0.1899

Entry 4:
20
Properties=species:S:1:pos:R:3:mulliken_charge:R:1 method="wB97M-V/def2-TZVPD" total_charge=0 lumo_energy_ev=0.32 smiles="O=CCCCS.O.O"
O 2.010 2.441 0.884 -0.4926
C 1.855 1.787 -0.132 -0.1623
C 1.146 0.481 0.068 -0.6403
C -0.266 0.328 0.680 -0.2933
C -0.913 -0.804 -0.180 -0.6171
S -2.550 -1.398 0.298 -0.2440
H 2.259 2.048 -1.104 0.3653
H 1.803 0.003 0.827 0.2361
H 1.431 -0.242 -0.686 0.4245
H -0.192 -0.036 1.720 0.3157
H -0.904 1.237 0.620 0.3462
H -0.142 -1.553 -0.331 0.2591
H -1.002 -0.412 -1.211 0.3707
H -2.841 -0.632 1.369 0.1245
H 2.721 -2.737 1.094 0.2866
H 2.044 -2.441 -0.278 0.2858
O 2.322 -2.035 0.560 -0.5764
H -2.199 1.491 -1.191 0.2828
H -3.450 1.156 -1.955 0.3085
O -3.132 1.320 -1.051 -0.5799

For reference, relative energy (zero: lowest compared OMol25 entry of this formula, charge and spin) by record: 1.440 1.035 2.210 1.111 eV.
For reference, electronic energy by record: -23247.223 -16990.456 -18412.864 -21318.636 eV.
For reference, orbital gap by record: 10.1260 9.4128 10.7311 8.9932 eV.